Record 1
Entry from the Open Molecules 2025 dataset: a structure of composition C15H41MnO16S5 at a distorted geometry (ωB97M-V/def2-TZVPD).

CARTESIAN COORDINATES (ANGSTROEM)
H -4.7827 -1.7350 -3.7182
C -3.3390 -3.7331 1.5412
H 3.7444 2.0745 -5.3342
H 2.9791 3.1824 -4.2986
O 4.9717 -3.1654 -1.4051
C 2.7661 3.2313 3.6346
S 1.6357 2.9417 2.1841
C 1.8830 -3.6380 0.7844
H -3.0984 2.9555 0.8016
H 3.4279 2.3926 3.8505
H 0.6976 0.3585 4.2430
O -3.7640 -3.7112 -0.7610
S -3.3080 2.9465 3.4724
C 1.3698 2.2206 -2.2754
H 4.2205 -1.3774 0.9825
O -0.2796 -1.4899 -0.8233
C -2.4791 2.1084 1.0966
O 3.4885 0.6584 -2.9993
O 2.4253 2.0695 1.2902
O -2.1875 -2.8335 -2.5138
O 2.5481 -2.6235 -1.9185
H 0.4295 0.3332 1.2249
H -1.8572 -3.2811 -0.0019
H 3.3142 4.1454 3.4064
H -4.2825 -3.2977 1.8704
H 2.8666 -0.6127 0.1116
H 1.9312 2.5853 -7.1673
S -3.5257 -3.3194 -2.3659
O 3.1536 -3.7578 0.1467
C 1.9348 -4.9531 1.6809
S 2.0520 0.7375 -3.2189
H 2.1163 0.5167 3.2606
O -3.4563 2.3519 4.8150
C 2.7558 2.4581 -5.0820
H -2.4367 4.9787 4.1788
H -1.1343 3.8560 4.0531
H -0.7426 -0.3471 2.2749
H -3.9933 0.7472 0.3206
H -2.6609 -3.5795 2.3806
H 2.7185 3.9878 -6.6034
H 2.0858 3.5363 4.4298
C 2.0564 3.1893 -6.2687
H 2.6547 -4.7104 2.4625
Mn -0.1938 -1.9295 -2.7442
O 1.1425 -0.3522 -3.0283
H -2.8538 1.0247 -0.9293
O -2.6061 1.8146 2.4386
H 1.0714 -5.2809 2.2597
S 3.6447 -2.7305 -0.9682
C 3.7813 -1.1953 0.0016
C 0.3324 -0.2002 2.1704
H -3.0558 -2.0676 0.0918
O -4.4415 3.4425 2.7187
H 2.3071 -5.8411 1.1701
H 4.4101 -0.4756 -0.5225
H -2.4828 -0.0119 0.4067
H 2.1660 2.9624 -2.3385
H 1.1286 1.9344 -1.2517
C -4.6816 -1.9070 -2.6466
H -3.4995 -4.7832 1.2969
C -1.9913 4.2469 3.5048
C -2.9347 0.9475 0.1549
H -0.3451 -1.1214 0.0791
O 0.8641 4.0928 1.7011
H -1.7976 4.5670 2.4810
H -5.5768 -2.0447 -2.0403
H 1.1243 3.6232 -5.9065
H -1.4004 2.2066 0.9751
C 1.0380 0.6757 3.2573
H 1.9537 -2.7686 1.4380
H 1.1519 -3.4592 -0.0040
O -3.8642 -4.4239 -3.2110
C -2.9218 -3.1450 0.1886
H -4.0501 -1.0784 -2.3261
O 0.6123 2.0117 3.0351
H 0.7342 -1.2102 2.2515
O 1.8399 1.4765 -4.6438
H 0.4952 2.6019 -2.8025

Expectation value of S²   8.75
Charge   +1
E_tot   -134465.484 eV
Spin multiplicity   6
Frontier orbital gap (spin up / spin down)   9.1 / 8.6 eV

***

Record 2
Entry from the Open Molecules 2025 dataset: a structure of composition C15H42F9O18Pt2S3 at a distorted geometry (ωB97M-V/def2-TZVPD).

CARTESIAN COORDINATES (ANGSTROEM)
O -3.9507 -4.0375 2.3149
H 4.3315 0.0510 0.3457
H 3.2450 5.8209 -0.5912
H 0.9584 3.5924 -0.9014
C -3.6318 -2.9209 3.1979
H -2.0620 1.9326 -5.3995
F 0.0606 -6.8384 2.4496
H 2.7295 -2.1449 4.7023
H -2.9591 -1.6367 -1.4798
O 0.0322 3.6732 -1.1937
H -1.8485 2.9306 -3.9746
C 0.1688 0.3544 -0.0442
O 2.9689 -4.5721 -2.0717
C -3.1367 3.1487 0.3549
H 3.0512 2.3502 -0.4829
Pt 3.5980 -2.3441 1.7306
O 1.8252 -1.1773 1.2590
H -1.8242 -3.9836 3.6577
H -5.1203 -1.5857 2.3351
Pt -0.7957 -3.6677 -0.9489
F 0.4682 -4.9726 3.4838
H -1.7307 -2.1695 4.0012
H -2.8232 5.1220 3.1889
H 1.7707 -1.5864 3.6105
H -3.4601 -2.9730 -0.8473
O 4.7087 -0.6080 0.9400
F 0.5429 1.4664 0.5710
H -4.8292 -4.3485 2.5552
H 0.2032 0.1484 -5.3213
H 2.5972 3.0708 -3.0598
H -2.9669 1.0946 -3.1362
H -0.4389 2.6014 -4.9433
H -3.2388 3.3933 3.0079
H 4.7438 3.9125 -1.0822
F 1.9956 -6.5056 3.3765
O 2.4400 -4.1026 1.6582
C -2.6010 4.3036 1.2026
H -3.4965 -1.5527 1.5539
H 0.2951 -0.7462 -3.7522
S 1.6282 -5.2213 1.1653
H -4.3685 4.6028 2.4956
H -2.4383 2.8461 -0.4208
F 4.5051 -2.2553 -3.1733
O -2.4019 0.3391 -3.3414
H 4.1262 3.6345 -3.6063
H -0.4776 3.5475 -0.3804
H 4.0010 2.1163 -2.6239
C -4.0427 -1.6311 2.4947
H -2.8545 5.2241 0.6713
C 3.2524 5.3473 -1.5715
C 3.6485 3.1428 -2.7605
C -0.3306 -0.1647 -4.4257
H -2.1415 1.8596 3.7913
H 5.5932 -0.3074 1.1817
F 2.6796 -1.0827 -3.3401
O 2.8303 3.2876 -0.5046
C 3.1821 -2.3147 -3.2424
H -0.6211 1.1959 -2.8128
F 2.8206 -3.0048 -4.3172
F -1.1132 0.4127 -0.3846
O -1.1899 4.2890 1.3920
C -1.3661 2.1631 -4.5896
O 2.3370 -6.2426 0.4908
C -3.3011 4.3842 2.5489
H -1.0454 -0.9029 -4.8152
H -4.0915 -3.0833 4.1731
C 1.0003 -5.9522 2.7237
H 2.2286 5.4259 -1.9522
H -1.3509 0.6934 3.1892
O -0.2875 -2.1666 0.4900
H 3.8664 5.8854 -2.2949
C -1.1314 0.9270 -3.7365
O -0.2442 -0.7200 2.3669
S 2.6336 -3.2405 -1.7435
O 2.5784 -2.1078 3.7502
H -1.5481 -2.7718 2.4745
O 1.1850 -2.9813 -1.6108
O 0.4016 -4.7683 0.5059
F 0.9244 0.1567 -1.1119
H -3.3801 2.2685 0.9654
O 3.3925 -2.6502 -0.6546
H -4.1035 3.4530 -0.0537
C -2.1268 -2.9751 3.3782
H -3.7444 -0.7534 3.0773
C 3.7122 3.9089 -1.4532
S 0.3839 -1.0484 1.1242
H -1.0107 3.5408 1.9804
O -1.3562 1.6586 3.2722
O -2.6643 -2.4575 -1.0486

Expectation value of S²   6.01
Charge   +1
E_tot   -116535.304 eV
Spin multiplicity   5
Frontier orbital gap (spin up / spin down)   7.8 / 6.2 eV

***

Record 3
Entry from the Open Molecules 2025 dataset: a cluster of 6 separate species, C15H42O9 in total at a distorted geometry (ωB97M-V/def2-TZVPD).

CARTESIAN COORDINATES (ANGSTROEM)
H 0.7030 -3.3813 2.8104
H 0.7010 -2.3113 -0.6916
H 2.3900 4.1747 1.7954
O 1.7870 -1.5343 4.5054
H 1.9780 -4.2623 -0.7236
H -4.1190 -3.3313 -1.5146
C 0.2990 -3.2183 -1.2196
H -3.1490 -0.7613 -2.7676
H 2.2200 -2.3223 4.6664
H -4.8220 -0.8733 -2.3536
O 1.0770 3.8187 3.3504
H 2.8880 1.1627 -3.0016
H -4.5230 0.2337 0.3894
H -6.0120 -0.3143 -0.2796
C -4.4850 -1.1213 -1.4306
H 0.2870 1.4627 -2.8656
H 1.8650 2.5167 -4.8476
H -5.6460 -2.6633 -0.6686
C -4.9870 -0.0573 -0.5196
C 1.1480 2.9617 -4.2926
H 1.6980 -2.9093 -3.6836
H -1.9310 1.3087 -0.5836
H 3.0190 2.7337 -2.0616
H 5.1100 3.3767 3.7454
O -1.7650 -0.4943 0.4734
C 2.2700 -3.4533 -2.8676
H -0.4680 -3.0823 -1.9436
C -1.0520 0.7427 0.0314
H 1.5850 4.0257 -4.4216
O 0.3250 3.1267 -2.0536
H 2.9490 5.4347 4.2954
C 0.2660 -2.3783 2.7574
H 2.8660 -4.0703 -3.6266
H 0.2560 2.9097 -4.8896
H 2.6660 2.7997 2.6474
C 3.2540 4.4337 4.0324
H -1.3780 1.9667 1.6874
C 2.3990 3.7187 2.9784
H -3.8090 -2.6253 -0.0536
H -2.2260 -0.7033 -0.2876
H 0.6470 3.4377 2.5484
H -0.2280 -3.4523 -0.4896
C 1.0050 2.3527 -2.9466
C -4.5830 -2.5903 -0.9196
H -1.3790 -1.7043 1.6984
H 3.1630 3.7757 4.9444
H -5.3370 0.9247 -0.9476
H 0.3000 2.2717 -0.1056
O 4.6030 4.2277 3.8114
H 2.7390 -2.7773 -2.2466
H 2.2540 1.3807 -1.2506
H 0.6320 -1.6553 2.0204
H 0.6390 -5.8163 -1.5316
H -0.5520 3.4497 -2.2416
C 2.2960 1.9477 -2.2996
H 0.1710 -2.4453 5.0154
O -1.0710 -2.3703 2.4364
H -0.2940 0.3827 -0.7546
H -0.0930 -0.8463 4.3464
O 0.4570 2.4217 0.8244
H -0.0800 0.6047 2.0124
O -3.1460 -0.7923 -1.8406
O 0.8500 -5.2683 -2.2796
C -0.5350 1.4597 1.2744
C 0.4330 -1.7893 4.1474
C 1.4740 -4.1683 -1.7436

E_tot   -34654.041 eV
Spin multiplicity   1
Frontier orbital gap   9.0 eV

***

Record 4
Entry from the Open Molecules 2025 dataset: a cluster of 6 separate species, C15H43O6 in total at a distorted geometry (ωB97M-V/def2-TZVPD).

CARTESIAN COORDINATES (ANGSTROEM)
H 1.4263 0.0538 0.4821
O 0.3913 -0.1892 0.8151
C -2.1467 2.1448 1.2891
H 2.3103 1.1668 4.8831
O 2.3993 1.0778 -0.3459
H -3.1897 1.1438 -0.1649
H 0.0333 -3.1642 -2.8509
H 3.5483 0.7638 2.6311
H 3.4833 -0.9782 -2.5769
C 3.3933 0.0528 3.4541
H 3.4543 1.4648 -2.0159
H -1.5257 -0.8202 -1.8489
H 0.7333 -0.5972 5.6321
H 0.0343 0.6028 1.0431
H -2.2657 -3.1572 -1.6739
H -0.1507 -0.3892 -0.1399
H -1.0227 2.1478 -3.5199
C -2.7067 1.0438 -3.4229
C -1.7147 -3.2122 0.3411
H 4.7773 0.1108 0.5081
H 5.1803 1.5868 -0.3559
C -3.2487 2.0908 0.3251
H 2.5713 -1.3202 -0.9409
H 0.4683 1.2898 3.7041
H -3.0827 1.2218 2.8911
H -1.2137 1.1498 -1.9429
H 0.0543 -4.4262 -1.9219
H -2.7057 1.2828 -5.8209
O -1.1957 -1.3182 -1.0899
O 1.0953 0.6358 3.2441
C 1.7933 -0.6982 5.2441
H -3.1447 -0.2802 -5.0959
C -1.3167 1.1928 -3.0849
H -2.2277 3.1258 1.7091
H 0.9103 -3.0482 -1.2339
H -1.7777 -4.3092 0.3211
H -4.1747 0.1188 -2.5009
H -4.1147 1.8938 0.7531
H -1.4477 0.8598 3.0391
H 1.8903 -0.4442 -2.4399
C -1.2467 -2.7412 -1.0619
H -2.7097 -2.7412 0.6281
H -3.2757 1.7978 -2.9709
C 2.8913 -0.6212 -1.7439
O -0.8367 2.0488 0.6971
H 2.6813 1.7918 0.0911
H -2.2307 -0.0732 1.8201
C 4.7733 0.6308 -0.5609
C 3.4543 0.6208 -1.2199
H 4.2123 -0.0072 4.0801
H -4.1487 0.8518 -4.9539
H 2.4833 -0.8522 6.0311
H 5.3653 0.1808 -1.0799
C -3.2227 0.6928 -4.8569
C -2.2487 1.0358 2.3881
H -3.2817 2.8458 -0.3999
C -0.0597 -3.3032 -1.8239
C 2.1723 0.4008 4.2861
H 1.9043 -1.8162 4.9621
O -3.2667 -0.0152 -2.6149
H 3.2753 -0.9692 2.7881
H -0.4747 3.0038 0.6441
H -0.7197 0.3648 -3.4699
H -1.0647 -2.9972 1.0171

Charge   +1
E_tot   -28523.753 eV
Spin multiplicity   1
Frontier orbital gap   10.6 eV